1.
{"formula": "C27H12Br5Cl5N3O2Rb", "method": "ωB97M-V/def2-TZVPD", "charge": -2, "spin_multiplicity": 1, "energy_ha": -16546.03864, "gap_ha": 0.160, "e_above_lowest_kj_mol": 81.58, "symbols": ["Rb", "C", "C", "C", "C", "N", "C", "C", "C", "C", "C", "C", "N", "H", "H", "H", "H", "H", "H", "H", "H", "Cl", "C", "C", "C", "Cl", "C", "Cl", "C", "Cl", "C", "Cl", "Br", "C", "C", "Br", "C", "Br", "C", "O", "C", "O", "C", "Br", "Br", "C", "C", "C", "C", "C", "N", "H", "H", "H", "H"], "xyz": [[0.19140, -0.31730, -0.45450], [-0.45630, 3.71850, 3.30980], [-1.68070, 4.33650, 3.09370], [-2.31920, 4.14120, 1.88490], [-1.71240, 3.33250, 0.91610], [-0.55040, 2.71710, 1.14860], [0.04350, 2.89910, 2.30740], [-2.28890, 3.12830, -0.41510], [-3.09730, 4.09120, -1.03000], [-3.57350, 3.84160, -2.30300], [-3.21560, 2.65880, -2.93390], [-2.37270, 1.78480, -2.25690], [-1.94010, 2.00040, -1.03530], [0.07560, 3.83900, 4.24090], [-2.12670, 4.95450, 3.86420], [-3.28910, 4.58190, 1.70290], [0.97460, 2.36540, 2.44120], [-3.30640, 5.03220, -0.54010], [-4.18940, 4.57270, -2.81240], [-3.55260, 2.42520, -3.93020], [-2.00220, 0.88620, -2.72550], [1.73070, -1.82570, 1.65250], [1.26040, -1.18140, 3.18290], [0.10480, -0.39770, 3.22650], [-0.18880, 0.06570, 4.50160], [-1.66030, 0.99020, 4.70660], [0.57800, -0.14980, 5.64000], [0.16430, 0.54040, 7.18180], [1.71160, -0.94360, 5.53340], [2.69510, -1.25970, 6.92140], [2.04090, -1.48400, 4.29350], [3.41220, -2.54460, 4.17030], [-0.17250, -2.31990, -7.48340], [0.29620, -2.27260, -5.64060], [0.88270, -3.36810, -5.03930], [1.29820, -4.91270, -6.06790], [1.18790, -3.31520, -3.68400], [1.94650, -4.83240, -2.81000], [0.96510, -2.19860, -2.86420], [1.24100, -2.18780, -1.63520], [0.39410, -1.00900, -3.51940], [0.21810, 0.06390, -2.87870], [0.06010, -1.13780, -4.87370], [-0.74390, 0.40620, -5.65600], [-2.93790, -2.20140, -2.00270], [-3.36910, -2.10840, -0.15180], [-4.49540, -2.75750, 0.32680], [-4.76530, -2.63300, 1.68210], [-3.90480, -1.88060, 2.47350], [-2.80220, -1.28670, 1.88170], [-2.54290, -1.39980, 0.58510], [-5.12780, -3.33100, -0.33200], [-5.63310, -3.11560, 2.10840], [-4.08750, -1.76020, 3.52930], [-2.07580, -0.71240, 2.44520]]}

***

2.
{"formula": "C7H35NO11", "method": "ωB97M-V/def2-TZVPD", "spin_multiplicity": 1, "smiles": "C=C/C=C(/C)CCN.O.O.O.O.O.O.O.O.O.O.O", "energy_ha": -1169.94665, "gap_ha": 0.328, "e_above_lowest_kj_mol": 315.03, "symbols": ["C", "C", "C", "C", "C", "C", "C", "N", "H", "H", "H", "H", "H", "H", "H", "H", "H", "H", "H", "H", "H", "O", "H", "H", "O", "H", "H", "O", "H", "H", "O", "H", "H", "O", "H", "H", "O", "H", "H", "O", "H", "H", "O", "H", "H", "O", "H", "H", "O", "H", "H", "O", "H", "H"], "xyz": [[-1.00587, -1.70796, 2.18046], [-0.87181, -0.78989, 1.22670], [-1.83442, 0.22946, 0.87170], [-1.53542, 1.47436, 0.46055], [-2.56319, 2.51053, 0.12451], [-0.09911, 1.76121, 0.06929], [0.24125, 1.81576, -1.40664], [1.54181, 2.32102, -1.90948], [-2.00768, -1.82063, 2.46683], [-0.28506, -2.49533, 2.42161], [-0.03403, -0.82832, 0.45257], [-2.90016, 0.14778, 1.07306], [-2.64587, 2.54423, -0.87614], [-3.53548, 2.22267, 0.51982], [-2.14013, 3.43359, 0.53646], [0.01950, 2.84933, 0.51027], [0.56906, 1.33234, 0.86967], [-0.40989, 2.41884, -2.04776], [0.02838, 0.85595, -1.82824], [2.33735, 2.47519, -1.33397], [1.70699, 1.66666, -2.56945], [-0.54962, 1.89554, 3.29805], [-1.13305, 1.21449, 3.14431], [-0.97553, 2.50069, 3.98691], [2.67051, 0.95577, 1.33264], [3.22690, 1.64722, 1.16987], [3.08607, 0.29676, 0.76139], [-3.93439, -2.89959, -0.37345], [-4.32965, -3.03192, 0.38749], [-4.25806, -2.10732, -0.80397], [2.03827, -0.02562, 4.25378], [2.49102, 0.53726, 3.55475], [1.31424, 0.58103, 4.34461], [-2.33927, -1.67610, -2.21082], [-2.51542, -2.58535, -2.20883], [-1.92539, -1.40802, -1.38735], [3.24712, -2.80042, 0.33570], [2.93301, -2.05436, 0.93752], [3.13453, -3.49961, 0.98598], [1.72660, -1.69179, 2.36123], [1.45885, -0.72026, 2.38649], [2.17640, -1.63563, 3.19645], [4.11120, 0.51162, -0.83971], [4.86608, -0.02924, -1.17188], [3.47235, 0.54546, -1.53832], [-0.28317, 0.03363, -3.88169], [-1.23809, -0.10824, -3.80126], [-0.00868, -0.03060, -4.80568], [-4.41751, -0.25713, -1.22497], [-3.69357, -0.20657, -0.73565], [-3.97295, -0.43528, -2.09530], [2.26651, -0.34764, -3.91153], [2.80162, -1.12339, -3.76083], [1.31498, -0.74341, -3.64838]]}

***

3.
{"formula": "C7H20P", "method": "ωB97M-V/def2-TZVPD", "charge": -1, "spin_multiplicity": 1, "energy_ha": -619.91586, "gap_ha": 0.242, "e_above_lowest_kj_mol": 27.19, "symbols": ["C", "C", "C", "C", "C", "C", "C", "P", "H", "H", "H", "H", "H", "H", "H", "H", "H", "H", "H", "H", "H", "H", "H", "H", "H", "H", "H", "H"], "xyz": [[-1.33172, -1.36702, -2.11634], [-0.05232, -0.52335, -1.81672], [1.12611, -1.32541, -1.20638], [1.25577, -1.25147, 0.34427], [-0.09031, -1.26173, 1.12422], [-0.31087, -0.01160, 2.04082], [-0.91425, 1.21819, 1.28506], [0.36003, 2.45598, 0.54334], [-1.13352, -2.43013, -2.30485], [-1.82484, -0.95235, -3.00967], [-2.04622, -1.25113, -1.28723], [-0.33808, 0.35566, -1.22674], [0.30002, -0.14660, -2.79277], [2.04945, -0.87621, -1.61439], [1.15419, -2.37578, -1.54455], [1.81774, -2.15425, 0.65231], [1.85688, -0.38600, 0.63794], [-0.05561, -2.12491, 1.81639], [-0.97832, -1.40455, 0.49821], [-1.07339, -0.33434, 2.77963], [0.59962, 0.22309, 2.61168], [-1.51328, 1.78950, 2.02175], [-1.60888, 0.81879, 0.51819], [1.23269, 2.33062, 1.71104], [1.12061, 1.39406, -0.11338], [-0.49229, 2.56685, -0.67027], [-0.38987, 3.58484, 1.14300], [1.28066, 3.43925, -0.02459]]}

***

4.
{"formula": "C24H54N2O3", "method": "ωB97M-V/def2-TZVPD", "spin_multiplicity": 1, "smiles": "CCN(CC)CC.CCN(CC)CC.C1CCOC1.C1CCOC1.C1CCOC1", "energy_ha": -1281.94697, "gap_ha": 0.324, "e_above_lowest_kj_mol": 0.00, "symbols": ["C", "C", "N", "C", "C", "C", "C", "H", "H", "H", "H", "H", "H", "H", "H", "H", "H", "H", "H", "H", "H", "H", "C", "C", "N", "C", "C", "C", "C", "H", "H", "H", "H", "H", "H", "H", "H", "H", "H", "H", "H", "H", "H", "H", "C", "C", "C", "O", "C", "H", "H", "H", "H", "H", "H", "H", "H", "C", "C", "C", "O", "C", "H", "H", "H", "H", "H", "H", "H", "H", "C", "C", "C", "O", "C", "H", "H", "H", "H", "H", "H", "H", "H"], "xyz": [[19.01795, 8.79320, 23.38107], [19.19859, 10.28347, 23.35134], [18.00713, 11.07911, 23.10922], [17.38165, 10.97838, 21.80471], [18.26547, 11.53348, 20.67949], [17.02234, 11.02529, 24.20330], [16.43562, 12.37451, 24.54982], [18.44441, 8.37952, 22.55012], [18.46633, 8.50956, 24.28515], [19.99052, 8.29786, 23.37995], [19.79443, 10.66857, 24.18317], [19.88966, 10.48015, 22.51634], [17.08529, 9.94692, 21.55368], [16.45501, 11.55040, 21.85333], [19.19291, 10.98237, 20.54741], [17.72189, 11.48929, 19.73416], [18.40652, 12.58248, 20.93929], [17.56342, 10.63062, 25.06942], [16.27664, 10.26065, 23.94637], [15.60444, 12.29503, 25.25390], [15.95934, 12.77919, 23.65232], [17.21144, 13.00699, 24.97202], [21.61314, 22.50492, 22.40649], [21.68643, 21.00000, 22.67687], [22.49993, 20.62104, 23.81451], [23.91697, 20.80841, 23.59501], [24.73092, 20.64685, 24.88321], [22.19671, 19.29765, 24.32948], [20.76052, 19.19344, 24.89559], [21.15731, 22.94173, 23.29865], [20.89569, 22.65339, 21.59909], [22.57117, 22.95632, 22.17608], [20.69606, 20.54714, 22.66934], [22.12695, 20.51076, 21.78069], [24.33744, 20.12178, 22.83672], [24.12379, 21.78880, 23.16647], [24.26238, 21.13368, 25.73955], [24.90576, 19.62488, 25.21455], [25.68197, 21.13257, 24.65400], [22.75933, 19.07377, 25.23465], [22.32474, 18.54366, 23.54220], [20.03865, 19.53251, 24.15290], [20.75231, 19.87727, 25.74908], [20.47922, 18.21509, 25.27715], [17.09881, 15.55949, 17.17426], [17.41805, 14.65806, 18.35982], [17.18681, 15.57844, 19.58382], [16.04323, 16.31884, 19.20417], [16.23823, 16.65813, 17.83820], [16.47676, 15.00404, 16.47241], [17.94643, 16.02081, 16.67742], [18.45775, 14.32284, 18.37510], [16.73594, 13.81824, 18.46240], [18.06637, 16.19963, 19.79649], [17.03202, 14.97891, 20.48120], [16.81897, 17.59376, 17.88291], [15.32881, 16.91180, 17.29654], [24.76013, 15.72967, 24.61642], [25.94456, 15.18875, 25.41848], [27.17110, 15.61053, 24.58647], [26.69495, 16.24869, 23.40710], [25.39822, 16.75785, 23.68154], [23.93524, 16.16192, 25.18636], [24.30357, 14.86315, 24.13369], [25.94778, 14.10114, 25.50054], [26.00011, 15.59096, 26.42886], [27.88549, 14.85200, 24.27463], [27.73233, 16.33008, 25.19914], [24.85499, 16.89718, 22.74480], [25.50313, 17.77775, 24.06908], [20.88441, 13.54940, 22.52955], [19.58797, 14.15523, 23.00540], [20.04214, 15.43121, 23.69438], [21.09186, 15.90253, 22.82252], [21.66309, 14.78568, 22.11375], [20.84464, 12.71099, 21.83258], [21.32878, 13.00397, 23.37411], [19.05484, 13.54318, 23.73326], [18.96206, 14.37260, 22.13773], [20.59602, 15.23360, 24.62946], [19.31038, 16.17962, 23.99449], [22.72290, 14.67980, 22.35428], [21.53886, 15.06452, 21.06690]]}

***

Number 1: E_LUMO 3.68 eV. Number 2: E_LUMO 0.29 eV. Number 3: E_LUMO 3.71 eV. Number 4: E_LUMO 0.68 eV.